ORCA calculation (the ωB97M-V functional and the def2-TZVPD basis) on a cluster of 3 separate species, C17H31N4O6S in total.

ORCA input file:
```
! wB97M-V def2-TZVPD RIJCOSX def2/J DEFGRID3
* xyz 1 1
C -1.001 1.748 4.354
C -1.457 0.247 4.461
O -2.924 0.234 4.605
C -3.406 -0.285 3.388
O -3.569 -1.467 3.253
C -3.666 0.742 2.236
C -2.686 0.529 1.001
C -3.451 -0.419 -0.015
C -2.513 -1.154 -0.995
C -2.129 -0.613 -2.319
C -1.259 -1.458 -3.156
N -0.865 -2.654 -2.642
C 0.001 -3.470 -3.541
S 1.504 -2.562 -4.073
O 1.223 -1.598 -5.141
O 2.252 -1.999 -2.957
N -1.123 -3.196 -1.479
C -1.925 -2.500 -0.674
H -1.267 2.171 3.347
H -1.523 2.350 5.139
H 0.111 1.768 4.526
H -1.037 -0.295 5.341
H -1.198 -0.317 3.529
H -4.730 0.563 1.904
H -3.629 1.796 2.616
H -2.526 1.560 0.550
H -1.726 0.056 1.334
H -4.022 -1.204 0.559
H -4.215 0.165 -0.596
H -2.491 0.385 -2.649
H -0.995 -1.070 -4.163
H 0.302 -4.413 -3.009
H -0.607 -3.787 -4.426
H 2.328 -3.519 -4.661
H -2.219 -2.910 0.325
C 0.393 5.128 0.057
C -0.491 3.984 -0.361
O -1.268 3.445 0.418
N -0.408 3.554 -1.648
C 0.442 4.058 -2.711
H 0.213 5.355 1.106
H 1.443 4.856 -0.062
H 0.165 6.017 -0.534
H -1.028 2.788 -1.855
H -0.193 4.395 -3.533
H 1.076 3.243 -3.065
H 1.067 4.881 -2.378
C 3.902 -1.194 -0.305
C 3.997 -1.347 1.192
O 3.401 -0.604 1.958
N 4.773 -2.350 1.682
C 5.551 -3.327 0.945
H 3.250 -0.356 -0.540
H 4.889 -0.993 -0.726
H 3.479 -2.096 -0.748
H 4.787 -2.390 2.690
H 5.200 -4.325 1.213
H 6.598 -3.230 1.238
H 5.464 -3.191 -0.130
*
```

## Properties
Calculated total energy, a.u.: -1734.668801

=====

ORCA calculation (the ωB97M-V functional and the def2-TZVPD basis) on a structure of composition C17H32EuNO2P2.

ORCA input file:
```
! wB97M-V def2-TZVPD RIJCOSX def2/J DEFGRID3
* xyz 1 8
Eu -0.907 -0.465 -0.203
P -0.109 1.638 -1.865
C 0.964 0.627 -2.985
C 2.051 -0.188 -2.274
N 1.812 -0.610 -1.008
C 2.762 -1.310 -0.342
C 3.948 -1.685 -0.968
C 4.171 -1.330 -2.304
C 3.199 -0.570 -2.964
C 2.522 -1.694 1.119
P 0.761 -1.763 1.646
H 3.325 -0.272 -4.007
H 4.676 -2.288 -0.418
H 5.080 -1.636 -2.815
H 3.015 -2.651 1.331
H 3.004 -0.956 1.772
H 0.308 -0.066 -3.536
H 1.413 1.295 -3.727
H -2.666 -3.482 -2.217
O -2.417 -3.375 -3.156
H -2.325 -4.305 -3.448
H -3.119 -3.629 1.732
O -3.555 -4.347 1.232
H -4.176 -4.708 1.893
C 0.286 -3.499 1.283
H 0.897 -4.236 1.826
H -0.772 -3.670 1.546
H 0.395 -3.687 0.203
C 0.729 -1.615 3.466
H -0.325 -1.685 3.788
H 1.317 -2.372 4.012
H 1.095 -0.609 3.730
C 0.788 3.204 -1.676
H 0.988 3.726 -2.630
H 0.189 3.858 -1.020
H 1.744 2.989 -1.168
C -1.587 2.028 -2.898
H -2.263 2.640 -2.276
H -1.347 2.576 -3.825
H -2.100 1.083 -3.152
C -3.712 3.532 2.073
C -2.237 3.480 2.476
C -1.585 4.827 2.183
C -2.139 3.185 3.970
C -1.542 2.449 1.714
C -0.962 1.581 1.060
H -4.267 4.308 2.614
H -4.207 2.583 2.287
H -3.819 3.750 1.009
H -2.061 5.651 2.727
H -0.535 4.817 2.477
H -1.649 5.069 1.121
H -2.611 2.231 4.212
H -1.097 3.151 4.291
H -2.636 3.949 4.580
*
```

## Properties
ΔE to the lowest compared entry with this formula, charge and spin, eV: 0.000
⟨S²⟩: 15.76

=====

ORCA calculation (the ωB97M-V functional and the def2-TZVPD basis) on a structure of composition C17H33AgNO26S5.

ORCA input file:
```
! wB97M-V def2-TZVPD RIJCOSX def2/J DEFGRID3
* xyz 0 2
Ag 12.051 3.090 -17.958
O 12.594 1.593 -16.247
C 11.535 1.609 -15.300
C 10.112 2.240 -15.709
O 10.060 3.189 -16.829
H 11.950 2.072 -14.405
H 11.468 0.617 -14.853
H 9.648 2.590 -14.787
H 9.597 1.300 -15.908
C 9.680 -2.232 -15.535
N 9.751 -2.276 -14.024
O 10.053 -3.387 -13.527
O 9.445 -1.319 -13.389
H 9.957 -3.238 -15.848
H 10.316 -1.430 -15.911
H 8.628 -2.141 -15.808
O 11.413 4.475 -19.535
C 10.362 5.016 -20.007
O 10.126 5.001 -21.321
C 8.783 5.295 -21.624
C 8.039 5.707 -20.326
C 9.141 5.623 -19.216
H 8.189 4.435 -21.933
H 8.764 6.071 -22.389
H 7.127 5.160 -20.083
H 7.733 6.753 -20.323
H 8.845 4.991 -18.378
H 9.461 6.568 -18.777
C 7.318 4.091 -12.891
C 6.689 4.098 -14.303
O 5.985 5.255 -14.456
S 6.524 6.491 -13.464
O 5.510 6.901 -12.512
O 7.264 7.449 -14.346
O 7.631 5.453 -12.704
H 8.262 3.546 -12.868
H 6.636 3.912 -12.059
H 5.960 3.288 -14.322
H 7.367 4.047 -15.156
C 11.576 5.847 -14.168
C 10.476 5.994 -15.284
O 10.265 7.366 -15.589
S 10.795 8.358 -14.340
O 9.800 8.499 -13.299
O 11.541 9.505 -14.788
O 11.970 7.243 -14.006
H 12.417 5.185 -14.375
H 11.177 5.553 -13.197
H 9.511 5.564 -15.014
H 10.774 5.511 -16.215
C 7.084 0.865 -18.600
C 6.988 2.158 -17.887
O 5.664 2.600 -18.036
S 4.747 1.810 -19.130
O 4.987 2.387 -20.464
O 3.347 1.589 -18.690
O 5.730 0.473 -18.843
H 7.494 0.054 -17.998
H 7.723 1.049 -19.464
H 7.684 2.884 -18.308
H 7.180 1.960 -16.833
C 14.297 -2.259 -17.483
C 13.013 -1.580 -17.595
O 12.081 -2.533 -18.089
S 12.569 -4.104 -17.798
O 12.150 -4.971 -18.888
O 12.251 -4.460 -16.462
O 14.156 -3.595 -17.812
H 14.659 -2.098 -16.468
H 15.078 -1.803 -18.092
H 13.075 -0.833 -18.387
H 12.689 -1.231 -16.615
C 15.245 0.839 -12.168
C 15.056 1.882 -13.361
O 15.109 3.142 -12.789
S 15.773 3.145 -11.238
O 14.742 3.503 -10.194
O 17.091 3.753 -11.264
O 16.021 1.465 -11.199
H 15.679 -0.115 -12.465
H 14.232 0.760 -11.772
H 14.189 1.783 -14.015
H 15.919 1.713 -14.005
*
```

## Properties
⟨S²⟩: 0.76
Calculated total energy, a.u.: -4815.951853

=====

ORCA calculation (the ωB97M-V functional and the def2-TZVPD basis) on a cluster of 6 separate species, C17H33BBrClFNO18P in total.

ORCA input file:
```
! wB97M-V def2-TZVPD RIJCOSX def2/J DEFGRID3
* xyz -1 1
O -7.043 3.159 -2.984
P -6.829 1.729 -3.542
B -5.446 0.709 -2.669
Cl -5.982 -1.107 -2.691
Br -5.251 1.164 -0.693
C -4.008 0.848 -3.481
O -2.961 0.492 -2.857
N -3.858 1.351 -4.882
C -2.966 2.500 -4.985
O -1.783 2.386 -5.399
F -3.412 3.816 -4.673
H -6.465 1.850 -4.943
H -8.116 1.049 -3.559
H -3.463 0.573 -5.434
C 3.628 -2.255 -3.068
O 2.239 -2.227 -3.390
C 1.691 -0.998 -3.361
O 2.268 0.029 -3.094
O 0.394 -1.115 -3.679
C -0.326 0.123 -3.687
H 3.962 -3.292 -3.123
H 4.203 -1.668 -3.788
H 3.795 -1.892 -2.051
H 0.089 0.806 -4.433
H -0.316 0.581 -2.696
H -1.356 -0.092 -3.955
C 3.229 -0.414 1.272
O 3.281 -1.295 2.393
C 3.538 -2.574 2.075
O 3.719 -3.005 0.962
O 3.558 -3.290 3.212
C 3.822 -4.678 3.023
H 3.016 0.589 1.644
H 4.191 -0.393 0.755
H 2.428 -0.706 0.590
H 4.806 -4.826 2.574
H 3.044 -5.138 2.409
H 3.814 -5.155 4.004
C -3.151 -3.198 3.840
O -3.423 -2.848 2.485
C -2.323 -2.597 1.746
O -1.181 -2.648 2.135
O -2.721 -2.282 0.504
C -1.656 -1.988 -0.400
H -4.106 -3.377 4.336
H -2.559 -4.115 3.890
H -2.642 -2.381 4.355
H -1.004 -2.856 -0.523
H -1.086 -1.122 -0.055
H -2.098 -1.747 -1.368
C -3.919 0.358 2.793
O -4.185 0.473 4.193
C -3.876 1.669 4.718
O -3.411 2.608 4.121
O -4.174 1.638 6.031
C -3.894 2.852 6.722
H -4.206 -0.644 2.477
H -4.513 1.080 2.227
H -2.854 0.491 2.591
H -4.487 3.674 6.313
H -2.828 3.085 6.676
H -4.172 2.713 7.767
C 8.320 4.112 0.088
O 6.962 4.012 -0.333
C 6.613 2.793 -0.781
O 7.336 1.828 -0.847
O 5.321 2.837 -1.142
C 4.808 1.601 -1.642
H 8.489 5.134 0.429
H 8.517 3.433 0.922
H 8.998 3.908 -0.744
H 4.865 0.823 -0.879
H 5.346 1.298 -2.543
H 3.761 1.752 -1.902
*
```

## Properties
Calculated total energy, a.u.: -5577.119455